1.
Entry from OMol25: a 6-piece molecular cluster, C8H27Cl2N3O10 overall (ωB97M-V with the def2-TZVPD basis set).

Last column: natural (NBO) charge in e.
Geometry (Å):
N: 7.710 8.607 18.923  -0.901
H: 8.290 8.112 19.586  0.455
H: 7.518 7.991 18.146  0.459
H: 8.126 9.440 18.533  0.454
H: 6.903 8.952 19.424  0.443
N: 10.881 2.178 15.966  -1.017
H: 11.427 1.752 15.230  0.408
H: 11.320 2.217 16.875  0.437
H: 10.031 1.635 15.934  0.447
H: 10.540 3.093 15.707  0.441
O: 5.935 1.477 14.907  -0.897
C: 5.082 2.607 14.901  -0.085
C: 5.466 4.021 14.343  -0.090
O: 6.586 4.748 14.816  -0.907
H: 4.748 2.799 15.921  0.084
H: 4.135 2.295 14.461  0.090
H: 4.577 4.644 14.442  0.087
H: 5.629 3.921 13.269  0.096
Cl: 10.412 3.779 22.376  2.550
O: 10.262 3.288 23.728  -0.884
O: 10.469 5.212 22.390  -0.891
O: 11.497 3.108 21.726  -0.870
O: 9.183 3.488 21.662  -0.908
Cl: 9.734 13.795 15.528  2.590
O: 9.959 13.495 16.904  -0.919
O: 8.358 13.516 15.253  -0.895
O: 10.018 15.160 15.215  -0.883
O: 10.613 12.937 14.815  -0.893
C: 5.236 10.698 23.429  -0.616
C: 3.910 10.996 22.735  -0.221
N: 3.432 9.941 21.798  -0.451
C: 2.962 8.791 22.540  -0.231
C: 1.740 9.044 23.437  -0.648
C: 2.464 10.418 20.815  -0.217
C: 2.007 9.395 19.752  -0.614
H: 5.188 9.839 24.098  0.209
H: 5.454 11.522 24.109  0.213
H: 6.070 10.558 22.741  0.209
H: 3.086 11.307 23.377  0.167
H: 3.982 11.882 22.105  0.194
H: 2.808 7.996 21.811  0.206
H: 3.755 8.381 23.166  0.198
H: 0.857 9.236 22.828  0.201
H: 1.489 8.170 24.037  0.216
H: 1.867 9.839 24.172  0.203
H: 2.752 11.344 20.319  0.198
H: 1.556 10.756 21.314  0.150
H: 1.519 8.567 20.267  0.204
H: 2.834 9.103 19.105  0.213
H: 1.257 9.837 19.095  0.215

As for the net charge: -2. For the HOMO-LUMO gap, the calculation gives 2.17 eV. Its spin multiplicity is 1.

***

2.
Entry from OMol25: a 5-piece molecular cluster, C10H30O5 overall (ωB97M-V with the def2-TZVPD basis set).

Last column: natural (NBO) charge in e.
Geometry (Å):
C: 2.492 -2.833 1.063  -0.621
C: 1.563 -1.645 1.071  -0.056
O: 0.491 -1.913 0.193  -0.760
H: 3.338 -2.701 1.741  0.208
H: 2.890 -3.004 0.061  0.206
H: 1.973 -3.743 1.369  0.206
H: 2.099 -0.731 0.784  0.154
H: 1.200 -1.462 2.096  0.143
H: 0.035 -1.086 -0.028  0.500
C: -0.626 2.940 -1.016  -0.632
C: -0.657 1.796 -0.027  -0.066
O: -0.497 0.563 -0.749  -0.777
H: -1.473 2.840 -1.694  0.209
H: 0.311 2.957 -1.572  0.208
H: -0.708 3.924 -0.541  0.211
H: -1.633 1.795 0.478  0.163
H: 0.075 1.838 0.777  0.179
H: -1.351 0.365 -1.173  0.503
C: 3.179 2.321 -0.001  -0.627
C: 4.454 1.655 -0.395  -0.067
O: 5.174 1.320 0.812  -0.731
H: 2.650 2.743 -0.860  0.210
H: 3.364 3.156 0.680  0.214
H: 2.471 1.657 0.496  0.208
H: 5.059 2.347 -0.983  0.160
H: 4.236 0.740 -0.950  0.164
H: 6.088 1.147 0.578  0.466
C: -2.578 -0.801 -4.625  -0.634
C: -1.833 -0.895 -3.328  -0.073
O: -2.642 -0.348 -2.227  -0.755
H: -2.016 -1.224 -5.458  0.218
H: -2.781 0.246 -4.866  0.215
H: -3.551 -1.288 -4.555  0.208
H: -0.920 -0.303 -3.319  0.190
H: -1.553 -1.915 -3.061  0.177
H: -3.154 -1.074 -1.859  0.479
C: -2.062 -1.376 3.930  -0.636
C: -3.026 -0.899 2.867  -0.063
O: -3.999 -0.001 3.393  -0.722
H: -1.635 -0.533 4.473  0.214
H: -1.222 -1.923 3.489  0.217
H: -2.536 -2.041 4.656  0.199
H: -3.528 -1.731 2.363  0.156
H: -2.481 -0.356 2.093  0.173
H: -4.680 -0.524 3.824  0.462

As for the SMILES: CCO.CCO.CCO.CCO.CCO. The energy relative to the best compared isomer or geometry (same formula, charge and spin) is 7.0 kcal per mole. For the HOMO-LUMO gap, the calculation gives 10.18 eV. Its spin multiplicity is 1.

***

3.
Entry from OMol25: one molecule with the formula C3H5ClN2 (ωB97M-V with the def2-TZVPD basis set).

Last column: natural (NBO) charge in e.
Geometry (Å):
C: -1.111 0.486 0.087  -0.275
C: -0.018 -0.274 0.005  -0.027
C: 2.387 -0.390 0.038  0.288
H: -1.074 1.518 0.383  0.203
H: -0.159 -1.362 -0.113  0.228
H: 1.127 1.367 -0.210  0.409
H: 2.157 -1.472 0.284  0.169
H: 3.741 0.917 -0.159  0.325
N: 1.189 0.372 -0.045  -0.617
N: 3.643 -0.036 -0.018  -0.667
Cl: -2.774 -0.132 -0.031  -0.036

As for the SMILES: [H]/N=C\N/C=C/Cl. The energy relative to the best compared isomer or geometry (same formula, charge and spin) is 16.5 kcal per mole. For the HOMO-LUMO gap, the calculation gives 9.47 eV. Its spin multiplicity is 1.

***

4.
Entry from OMol25: an isolated ion of composition C6H14N2 and charge +3 (ωB97M-V with the def2-TZVPD basis set).

Last column: natural (NBO) charge in e.
Geometry (Å):
C: -1.777 -0.192 -1.085  -0.739
C: -1.227 0.604 -0.009  -0.014
C: 0.353 0.630 -0.006  -0.537
C: 0.823 -0.763 0.448  0.389
C: 0.179 -2.015 0.342  -0.018
C: 3.203 -0.327 0.714  0.293
N: 2.144 -1.129 0.922  -0.487
N: -1.706 2.058 -0.170  -0.701
H: -2.612 -0.862 -0.720  0.296
H: -2.278 0.246 -1.918  0.308
H: -1.212 -0.991 -1.517  0.252
H: -1.450 0.249 0.997  0.258
H: 0.631 0.768 -1.130  0.348
H: 1.031 1.396 0.487  0.308
H: -0.850 -2.083 -0.128  0.287
H: 0.646 -2.929 0.788  0.263
H: 4.255 -0.693 0.758  0.306
H: 3.290 0.574 0.286  0.246
H: 2.104 -2.141 1.349  0.514
H: -1.790 2.484 -1.062  0.469
H: -1.136 2.732 0.425  0.464
H: -2.621 2.383 0.229  0.494

Its expectation value of S² is 0.756. The energy relative to the best compared isomer or geometry (same formula, charge and spin) is 49.9 kcal per mole. As for the net charge: +3. For the HOMO-LUMO gap (spin up / spin down), the calculation gives 9.47 / 6.77 eV. Its spin multiplicity is 2.

***

Number 1: maximum force 3.5 eV Å⁻¹. Number 2: maximum force 1.1 eV Å⁻¹. Number 3: maximum force 4.4 eV Å⁻¹. Number 4: maximum force 6.2 eV Å⁻¹.